Record 1
{
  "formula": "C36H39N7O4S2Ti",
  "method": "wB97M-V/def2-TZVPD",
  "spin_multiplicity": 3,
  "max_force_ev_per_a": 1.93,
  "homo_ha": [-0.186, -0.294],
  "homo_lumo_gap_ev": [4.88, 7.75],
  "relative_energy_kj_mol": 0.0,
  "lumo_ev": [-0.188, -0.253],
  "symbols": ["Ti", "C", "C", "N", "C", "C", "C", "C", "C", "C", "C", "C", "C", "N", "C", "H", "H", "H", "H", "H", "H", "H", "H", "O", "S", "O", "N", "C", "C", "C", "C", "C", "C", "C", "C", "N", "C", "C", "C", "C", "C", "C", "C", "H", "H", "H", "H", "H", "H", "H", "H", "H", "H", "H", "C", "C", "C", "C", "N", "C", "S", "N", "C", "C", "C", "C", "H", "H", "H", "H", "H", "H", "H", "H", "H", "H", "H", "H", "H", "H", "H", "H", "H", "H", "H", "H", "O", "N", "O"],
  "xyz": [[-0.764535, 0.500325, 0.975629], [-2.290988, -1.918670, 4.317041], [-2.119614, -1.338960, 3.090774], [-1.137784, -0.436471, 2.809809], [-0.262029, -0.151145, 3.842524], [-0.391511, -0.701207, 5.135250], [-1.425149, -1.594905, 5.379098], [0.570372, -0.311359, 6.137594], [1.589495, 0.528423, 5.860688], [1.760511, 1.065965, 4.539809], [2.804243, 1.905312, 4.169893], [2.900502, 2.348593, 2.860195], [1.941492, 1.933797, 1.942185], [0.926296, 1.143588, 2.261968], [0.815873, 0.706955, 3.550650], [-3.098520, -2.623859, 4.455272], [-2.790988, -1.580957, 2.275675], [-1.545577, -2.036951, 6.358390], [0.457442, -0.724593, 7.131917], [2.302126, 0.803245, 6.627447], [3.539885, 2.198450, 4.908982], [3.703247, 2.995444, 2.539319], [1.998925, 2.239386, 0.902852], [1.417088, 2.061104, -2.591215], [0.191713, 1.463834, -2.115571], [0.082881, 0.028640, -2.198888], [-0.159890, 1.875833, -0.606054], [-0.232497, 3.240041, -0.298049], [0.225305, 4.289293, -1.057912], [0.047237, 5.623468, -0.636527], [-0.575576, 5.931576, 0.538729], [-1.055703, 4.879842, 1.355441], [-1.716017, 5.093043, 2.589470], [-2.164067, 4.032185, 3.321259], [-1.946401, 2.731729, 2.827270], [-1.331669, 2.506306, 1.690367], [-0.884206, 3.550712, 0.934912], [-1.118679, 2.132277, -3.112476], [-0.848819, 2.414051, -4.444084], [-1.870472, 2.871449, -5.262029], [-3.146207, 3.050428, -4.746672], [-3.404608, 2.770143, -3.412969], [-2.390564, 2.306267, -2.588585], [0.741743, 4.097390, -1.986684], [0.421845, 6.414181, -1.272572], [-0.708344, 6.956001, 0.857146], [-1.857958, 6.108479, 2.938316], [-2.671976, 4.165971, 4.265026], [-2.275069, 1.858402, 3.379493], [0.154734, 2.286502, -4.822685], [-1.669000, 3.093824, -6.301043], [-3.940271, 3.412215, -5.385715], [-4.397883, 2.911515, -3.010005], [-2.587730, 2.077481, -1.548997], [4.074200, -4.224458, -0.602159], [4.310708, -4.110132, -2.106309], [3.146950, -3.515543, -2.904334], [2.923968, -2.014253, -2.721508], [2.460163, -1.620440, -1.401124], [1.381344, -1.969483, -0.704974], [1.318404, -1.477541, 0.943685], [0.385464, -2.725100, -1.173730], [-0.154264, -2.842942, -2.524986], [-0.599227, -4.278867, -2.830488], [-2.081563, -4.535413, -2.559102], [-2.484560, -4.320087, -1.104717], [4.853556, -4.827386, -0.136028], [3.115815, -4.702884, -0.396147], [4.063155, -3.258746, -0.104429], [4.507924, -5.109273, -2.502783], [5.216043, -3.526366, -2.299013], [2.236830, -4.067802, -2.664321], [3.329388, -3.673735, -3.971272], [2.253918, -1.608088, -3.484042], [3.877474, -1.500920, -2.855011], [3.054796, -1.001439, -0.876530], [-0.309770, -2.864648, -0.454953], [0.576575, -2.492252, -3.242409], [-1.000600, -2.154356, -2.599271], [0.005092, -4.966289, -2.231094], [-0.382250, -4.505839, -3.876520], [-2.324063, -5.557874, -2.858186], [-2.677337, -3.877899, -3.198390], [-1.880320, -4.934044, -0.433690], [-3.529745, -4.583763, -0.944680], [-2.374023, -3.277623, -0.807476], [-1.590090, -1.038069, -0.098891], [-2.746758, -0.562610, -0.126535], [-2.769850, 0.541573, 0.479759]],
  "forces_ev_per_angstrom": [[1.7, 0.0, 1.0], [0.1, 0.0, 0.1], [0.0, 0.1, -0.1], [-0.1, 0.0, 0.1], [0.0, 0.0, 0.0], [0.1, 0.1, 0.0], [-0.1, 0.0, -0.1], [0.0, 0.0, 0.0], [0.0, 0.0, -0.1], [0.0, 0.0, 0.1], [0.0, 0.0, 0.0], [-0.1, -0.1, 0.0], [0.1, 0.0, 0.0], [-0.1, 0.2, 0.1], [0.1, 0.0, -0.1], [0.0, 0.0, 0.0], [0.0, 0.0, 0.0], [0.0, 0.0, 0.0], [0.0, 0.0, 0.0], [0.0, 0.0, 0.0], [0.0, 0.0, 0.0], [0.0, 0.0, 0.0], [0.0, 0.0, 0.0], [0.1, -0.1, 0.0], [-0.1, -0.1, 0.0], [0.0, 0.0, 0.0], [0.0, 0.1, -0.1], [-0.1, -0.2, 0.1], [0.1, 0.3, -0.1], [0.0, 0.0, 0.1], [0.0, -0.1, 0.0], [0.0, 0.2, 0.0], [0.0, 0.0, -0.1], [0.0, -0.1, -0.1], [0.0, 0.1, 0.0], [-0.1, 0.0, -0.1], [0.0, -0.1, 0.1], [0.0, 0.0, 0.0], [0.0, 0.1, 0.0], [0.0, 0.0, 0.0], [0.0, 0.0, 0.0], [0.0, 0.0, 0.0], [0.0, 0.0, 0.0], [0.0, 0.0, 0.0], [0.0, 0.0, 0.0], [0.0, 0.0, 0.0], [0.0, 0.0, 0.0], [0.0, 0.0, 0.0], [0.0, 0.0, 0.0], [0.1, 0.0, 0.0], [0.0, 0.0, 0.0], [0.0, 0.0, 0.0], [0.0, 0.0, 0.0], [0.0, 0.0, 0.0], [0.0, 0.0, 0.0], [0.0, 0.0, 0.0], [0.0, 0.0, 0.0], [0.0, 0.0, -0.1], [0.1, 0.0, 0.0], [-0.1, -0.1, 0.1], [-0.1, 0.3, -0.2], [0.1, 0.0, 0.1], [0.0, 0.0, -0.1], [0.0, 0.0, 0.0], [0.0, 0.0, 0.0], [0.0, 0.0, 0.0], [0.0, 0.0, 0.0], [-0.1, 0.0, 0.0], [0.0, 0.1, 0.0], [0.0, 0.0, 0.0], [0.0, 0.0, 0.0], [-0.1, 0.0, 0.0], [0.0, 0.0, 0.0], [0.1, -0.1, 0.0], [0.0, 0.0, 0.0], [0.0, 0.0, 0.0], [0.0, 0.0, 0.0], [0.0, -0.1, 0.0], [0.0, 0.0, 0.0], [0.0, 0.0, 0.0], [0.0, 0.0, 0.0], [0.0, 0.0, 0.0], [0.0, 0.0, 0.0], [0.0, 0.0, 0.0], [0.0, 0.0, 0.0], [0.0, 0.1, 0.0], [-0.1, -0.5, -0.3], [-0.6, -0.2, -0.2], [-0.5, 0.2, 0.0]]
}

Record 2
{
  "formula": "C4H5ClN2S",
  "method": "wB97M-V/def2-TZVPD",
  "spin_multiplicity": 1,
  "max_force_ev_per_a": 4.77,
  "homo_ha": -0.305,
  "homo_lumo_gap_ev": 8.51,
  "relative_energy_kj_mol": 239.0,
  "lumo_ev": 0.216,
  "symbols": ["C", "C", "C", "C", "N", "N", "S", "Cl", "H", "H", "H", "H", "H"],
  "xyz": [[1.500780, -0.044988, 0.519041], [1.214990, -0.359268, -0.827452], [0.481106, -0.084256, 1.436652], [-1.321823, -0.136693, -0.025498], [-0.782900, -0.230711, 1.126340], [0.003407, -0.402313, -1.308509], [-1.833908, 1.499261, -0.596340], [-2.568203, -1.394687, -0.487594], [2.512743, 0.280169, 0.809861], [1.965250, -0.364864, -1.536405], [0.739816, -0.234470, 2.563890], [-0.193538, -0.790099, -2.152161], [-1.717717, 2.262915, 0.478180]],
  "forces_ev_per_angstrom": [[1.2, 0.6, -1.2], [-1.4, 1.5, 1.6], [-0.3, -1.0, 2.2], [0.7, 0.4, -3.4], [0.6, -0.8, 2.8], [-0.9, 0.9, 4.6], [-0.7, 0.1, -1.1], [0.4, 0.4, 0.2], [-0.6, -0.7, -0.2], [1.9, -0.6, -1.3], [-0.6, 0.8, -2.0], [-0.6, -1.3, -3.0], [0.2, -0.3, 0.7]]
}

Record 3
{
  "formula": "C8H8ClN3OS",
  "method": "wB97M-V/def2-TZVPD",
  "spin_multiplicity": 1,
  "smiles": "O=NCc1ccc(Cl)nc1.CSC#N",
  "max_force_ev_per_a": 4.15,
  "homo_ha": [-0.337, -0.337],
  "homo_lumo_gap_ev": [8.92, 8.92],
  "relative_energy_kj_mol": 0.0,
  "lumo_ev": [-0.247, -0.247],
  "symbols": ["O", "N", "C", "C", "C", "C", "C", "Cl", "N", "C", "H", "H", "H", "H", "H", "C", "S", "C", "N", "H", "H", "H"],
  "xyz": [[1.238089, -1.813845, -0.376052], [1.055093, -0.780332, -0.930502], [1.496837, 0.409799, -0.226394], [0.572772, 1.534904, -0.734944], [-0.687960, 1.659317, -0.133615], [-1.683550, 2.502679, -0.591613], [-1.238263, 3.285338, -1.664503], [-2.240736, 4.435352, -2.465816], [-0.066519, 3.172708, -2.303331], [0.783162, 2.301796, -1.903342], [2.551968, 0.660558, -0.659237], [1.555973, 0.171569, 0.868027], [-1.055412, 0.974461, 0.607634], [-2.690881, 2.490717, -0.113599], [1.777200, 2.349703, -2.350253], [-0.271908, -4.236844, 1.568301], [1.061898, -3.129386, 2.188723], [0.110161, -1.840054, 2.462508], [-0.651026, -0.998624, 2.608167], [-0.120085, -4.541289, 0.458248], [-1.168207, -3.500396, 1.546244], [-0.328606, -5.108132, 2.145350]],
  "forces_ev_per_angstrom": [[0.3, -0.3, 0.4], [-0.3, -0.3, -1.5], [1.5, 1.6, -0.6], [-0.8, -0.5, 0.8], [-0.2, -0.8, -0.3], [0.5, 0.8, -0.6], [-0.2, -0.2, -0.8], [-0.7, 0.3, 0.2], [-2.0, 1.3, -0.2], [2.2, -1.2, 2.5], [-1.6, -0.7, 0.9], [-0.1, 0.7, -0.9], [0.6, -0.3, 0.7], [1.0, 0.4, -0.7], [-0.2, -0.4, -0.3], [-0.9, 2.5, -3.2], [1.2, -2.1, 0.0], [-0.4, 0.5, 0.2], [-0.7, 1.3, 0.2], [0.1, 0.7, 1.9], [1.1, -2.0, 0.3], [-0.5, -1.0, 1.1]]
}

Record 4
{
  "formula": "C5H22NO8",
  "method": "wB97M-V/def2-TZVPD",
  "spin_multiplicity": 2,
  "max_force_ev_per_a": 1.84,
  "homo_ha": [-0.372, -0.370],
  "homo_lumo_gap_ev": [10.14, 5.49],
  "relative_energy_kj_mol": 134.4,
  "lumo_ev": [0.027, -4.587],
  "symbols": ["O", "C", "C", "C", "C", "N", "C", "O", "H", "H", "H", "H", "H", "H", "H", "H", "H", "H", "H", "H", "O", "H", "H", "O", "H", "H", "O", "H", "H", "O", "H", "H", "O", "H", "H", "O"],
  "xyz": [[0.560180, 0.208230, -2.816161], [0.324957, -0.460706, -1.858379], [-0.180418, 0.154398, -0.523976], [-1.431579, 1.027587, -0.788880], [-2.709314, 0.307631, -0.314019], [0.873046, 1.024662, -0.057949], [2.142902, 0.378689, 0.396530], [2.413885, -0.685661, -0.429627], [0.449419, -1.551119, -1.921103], [-0.314898, -0.592125, 0.248592], [-1.383808, 2.004840, -0.312625], [-1.484437, 1.232682, -1.858542], [-2.813325, -0.641343, -0.826577], [-2.683332, 0.100882, 0.752194], [-3.512511, 1.003506, -0.548727], [1.033309, 1.777984, -0.729899], [2.975556, 1.059751, 0.235358], [1.967572, 0.029766, 1.418616], [2.579422, 2.461964, -1.865713], [1.301589, 2.533448, -2.894139], [2.024539, 2.979798, -2.445774], [-0.639592, -2.100407, 3.139691], [-0.407585, -2.681858, 1.694263], [-0.634542, -2.889511, 2.596867], [-0.898611, 0.214221, 2.012635], [-2.004804, -0.889519, 2.109445], [-1.487163, -0.248580, 2.607024], [-1.620800, -3.412274, -0.092323], [-0.193009, -2.786655, -0.271692], [-1.199046, -2.566691, -0.275556], [0.431030, 2.866165, 1.234587], [1.055367, 3.872752, 0.340497], [0.734045, 3.769893, 1.246549], [1.834907, -1.611222, -0.148945], [1.621443, -3.119059, 0.887266], [1.275612, -2.772129, 0.060506]],
  "forces_ev_per_angstrom": [[-0.2, 0.5, 0.1], [0.2, -0.5, -0.9], [0.2, 1.6, 0.9], [-0.5, -0.8, 0.0], [0.5, 0.6, -0.5], [0.5, -0.7, -1.3], [0.5, -1.3, 0.1], [-0.6, 1.2, -0.4], [-0.1, -0.1, 0.5], [-0.2, -0.5, -0.3], [0.3, 0.0, 0.3], [0.0, 0.0, 0.0], [-0.2, -0.1, -0.2], [-0.2, 0.3, -0.2], [-0.4, -0.4, 0.1], [-0.1, 0.2, 0.1], [-0.2, 0.6, 0.7], [0.3, 0.4, 0.2], [-0.1, -0.8, -0.5], [0.4, -0.8, 0.2], [-0.2, 1.5, 0.3], [0.1, 0.3, -0.3], [0.1, 0.5, -0.4], [-0.1, -1.1, 0.9], [-0.1, -0.1, -0.2], [0.3, -0.1, -0.2], [-0.1, 0.3, 0.9], [-0.1, 0.1, -0.1], [-0.5, 0.1, 0.4], [0.2, -0.3, -0.2], [-0.3, -0.5, 0.4], [0.0, 0.4, 0.1], [0.3, 0.2, -0.5], [-0.1, -1.6, 0.3], [-0.1, -0.2, 0.0], [0.5, 1.1, -0.1]]
}

no.,E_tot (eV)
1,-101374.188
2,-30564.420
3,-38297.063
4,-23408.204